Entry 1:
C2H3I2NO in the gas phase in a non-equilibrium geometry, computed with ωB97M-V with the def2-TZVPD basis set.

The energy above the lowest of the compared OMol25 structures with the same formula, charge and spin comes out at 1.905 eV. The HOMO-LUMO gap (spin up / spin down) is 6.9 / 7.0 eV. Its charge is 0.

Atoms and positions in Å:
C1 0.719 -0.015 -0.652
C2 0.192 -1.099 0.135
N1 0.553 1.303 -0.323
O1 1.378 -0.325 -1.609
I1 -0.865 -0.801 1.711
I2 -3.670 -0.256 1.290
H1 0.482 -2.192 -0.048
H2 0.154 1.618 0.541
H3 1.057 1.767 -1.045

These are the natural (NBO) partial charges, in e, on atoms 1 to 8: 0.56 -0.57 -0.84 -0.59 0.63 -0.28 0.26 0.41


Entry 2:
A molecular structure, C2H3I2NO2 in a non-equilibrium geometry, computed with ωB97M-V with the def2-TZVPD basis set.

The energy above the lowest of the compared OMol25 structures with the same formula, charge and spin comes out at 0.932 eV. The HOMO-LUMO gap is 7.8 eV. Its charge is 0.

Atoms and positions in Å:
C1 2.496 2.262 1.391
C2 1.184 0.105 -1.472
N1 0.106 -0.151 -0.415
O1 3.368 2.927 1.129
O2 1.579 1.616 1.648
I1 0.372 -1.102 -3.080
I2 0.939 2.261 -1.801
H1 -0.817 -0.539 -0.714
H2 0.382 -0.767 0.379
H3 -0.124 0.656 0.170

These are the natural (NBO) partial charges, in e, on atoms 1 to 8: 1.04 -0.49 -0.79 -0.48 -0.57 0.03 -0.01 0.41


Entry 3:
A molecular structure, C2H3I3 in a non-equilibrium geometry, computed with ωB97M-V with the def2-TZVPD basis set.

The energy above the lowest of the compared OMol25 structures with the same formula, charge and spin comes out at 1.299 eV. The HOMO-LUMO gap is 8.2 eV. Its charge is 0.

Atoms and positions in Å:
C1 -0.273 -0.100 -0.045
C2 -2.040 -0.007 -0.052
I1 -2.730 1.979 0.166
I2 -2.683 -0.906 -1.945
I3 -2.688 -1.106 1.789
H1 -0.171 -1.212 0.021
H2 0.183 0.207 -0.946
H3 0.216 0.622 0.767

Charges obtained by natural (NBO) population analysis, quoted in units of e: -0.62 -0.65 0.22 0.20 0.17 0.23 0.21 0.24


Entry 4:
2 unconnected molecules or ions with the total composition C2H3I3O in a non-equilibrium geometry, computed with ωB97M-V with the def2-TZVPD basis set.

The spin multiplicity is 3. The energy above the lowest of the compared OMol25 structures with the same formula, charge and spin comes out at 2.593 eV. The HOMO-LUMO gap (spin up / spin down) is 7.1 / 6.0 eV. Its charge is 0. As for the expectation value of S²: 2.0083.

Atoms and positions in Å:
C1 -0.370 -1.105 -0.163
C2 -1.010 -0.046 0.270
O1 1.555 0.595 -0.399
I1 -0.275 -1.692 -2.128
I2 0.829 2.282 -0.998
I3 -1.026 0.249 2.336
H1 0.317 -1.601 0.566
H2 -1.711 0.718 -0.128
H3 1.691 0.600 0.644

These are the natural (NBO) partial charges, in e, on atoms 1 to 8: -0.40 -0.40 -0.93 0.20 0.46 0.12 0.24 0.24


Entry 5:
2 unconnected molecules or ions with the total composition C2H3I3O in a non-equilibrium geometry, computed with ωB97M-V with the def2-TZVPD basis set.

The spin multiplicity is 3. The energy above the lowest of the compared OMol25 structures with the same formula, charge and spin comes out at 0.000 eV. The HOMO-LUMO gap (spin up / spin down) is 7.2 / 6.4 eV. Its charge is 0. As for the expectation value of S²: 2.0071.

Atoms and positions in Å:
C1 -0.510 0.240 0.212
C2 0.483 0.359 -0.889
O1 1.347 -0.592 -1.168
I1 -1.211 -1.782 0.469
I2 -1.559 0.143 -3.193
I3 1.284 2.281 -1.161
H1 -0.053 0.527 1.165
H2 -1.377 0.873 0.044
H3 1.017 -1.485 -0.942

These are the natural (NBO) partial charges, in e, on atoms 1 to 8: -0.62 0.12 -0.71 0.08 0.01 0.15 0.23 0.25


Entry 6:
A molecular structure, C2H3I3O2 in a non-equilibrium geometry, computed with ωB97M-V with the def2-TZVPD basis set.

The energy above the lowest of the compared OMol25 structures with the same formula, charge and spin comes out at 0.964 eV. The HOMO-LUMO gap is 8.8 eV. Its charge is 0.

Atoms and positions in Å:
C1 0.534 -0.326 -0.403
C2 -0.626 0.071 0.532
O1 0.111 0.098 -1.821
O2 -0.405 0.117 1.887
I1 2.326 0.587 0.375
I2 -2.141 -1.449 0.329
I3 -1.304 2.137 -0.119
H1 0.494 -1.405 -0.407
H2 0.534 -0.514 -2.333
H3 0.478 0.684 1.959

These are the natural (NBO) partial charges, in e, on atoms 1 to 8: -0.15 0.04 -0.70 -0.75 0.13 0.18 0.06 0.23


Entry 7:
A molecular structure, C2H3IN2O in a non-equilibrium geometry, computed with ωB97M-V with the def2-TZVPD basis set.

The energy above the lowest of the compared OMol25 structures with the same formula, charge and spin comes out at 2.419 eV. The HOMO-LUMO gap is 9.2 eV. Its charge is 0.

Atoms and positions in Å:
C1 0.357 0.813 0.244
C2 0.829 -1.319 -0.716
N1 -0.941 0.762 0.443
N2 -0.006 -1.085 -1.589
O1 1.640 -1.629 0.066
I1 1.112 1.424 2.229
H1 -1.397 0.592 1.449
H2 -1.489 0.609 -0.324
H3 -0.104 -0.167 -1.803

These are the natural (NBO) partial charges, in e, on atoms 1 to 8: 0.00 0.88 -0.80 -0.79 -0.49 0.01 0.40 0.39


Entry 8:
C2H3IN4S in the gas phase in a non-equilibrium geometry, computed with ωB97M-V with the def2-TZVPD basis set.

The HOMO-LUMO gap (spin up / spin down) is 6.2 / 6.2 eV. Its charge is 0.

Atoms and positions in Å:
C1 -1.170 1.051 0.274
C2 0.878 -0.070 0.066
N1 1.322 1.951 1.291
N2 1.622 0.932 0.705
N3 -0.505 0.004 -0.141
N4 -1.047 -1.053 -0.864
S1 1.774 -1.374 -0.441
I1 -3.217 1.092 -0.072
H1 2.630 0.639 0.634
H2 -1.916 -1.370 -0.452
H3 -0.371 -1.802 -0.999

These are the natural (NBO) partial charges, in e, on atoms 1 to 8: -0.02 0.22 -0.10 -0.33 -0.35 -0.67 -0.02 0.14


Entry 9:
A gas-phase ion, C2H3INOS (charge +1) in a non-equilibrium geometry, computed with ωB97M-V with the def2-TZVPD basis set.

The energy above the lowest of the compared OMol25 structures with the same formula, charge and spin comes out at 1.074 eV. The HOMO-LUMO gap (spin up / spin down) is 7.3 / 7.0 eV. Its charge is +1.

Atoms and positions in Å:
C1 -0.980 0.422 -0.997
C2 -1.801 0.777 -1.801
N1 0.023 0.024 -0.095
O1 -3.809 2.306 -1.773
S1 -3.248 1.362 -2.684
I1 -1.521 2.856 -4.541
H1 0.940 -0.007 -0.569
H2 -0.187 -0.914 0.283
H3 0.071 0.698 0.689

These are the natural (NBO) partial charges, in e, on atoms 1 to 8: 0.06 -0.17 -0.70 -0.78 1.23 -0.07 0.48 0.47


Entry 10:
C2H3IO in the gas phase in a non-equilibrium geometry, computed with ωB97M-V with the def2-TZVPD basis set.

The energy above the lowest of the compared OMol25 structures with the same formula, charge and spin comes out at 1.750 eV. The HOMO-LUMO gap is 10.0 eV. Its charge is 0. Its SMILES is I[C@H]1CO1.

Atoms and positions in Å:
I1 2.093 0.858 -1.006
C1 0.446 0.418 0.254
C2 -0.674 -0.499 -0.160
O1 0.273 -0.777 0.820
H1 0.072 1.323 0.826
H2 -1.715 -0.373 0.290
H3 -0.495 -0.951 -1.024

Charges obtained by natural (NBO) population analysis, quoted in units of e: 0.08 -0.07 -0.11 -0.48 0.20 0.19 0.18


Entry 11:
A molecular structure, C2H3LaO in a non-equilibrium geometry, computed with ωB97M-V with the def2-TZVPD basis set.

The energy above the lowest of the compared OMol25 structures with the same formula, charge and spin comes out at 0.000 eV. The HOMO-LUMO gap (spin up / spin down) is 4.9 / 4.9 eV. Its charge is +2.

Atoms and positions in Å:
H1 -2.173 0.553 -1.227
O1 -0.544 -0.368 -0.192
C1 -1.792 0.042 -0.238
C2 -2.362 1.010 0.534
H2 -3.434 1.188 0.434
H3 -1.900 1.309 1.482
La1 1.804 0.107 -0.025

Charges obtained by Löwdin population analysis, quoted in units of e: 0.17 -0.42 -0.35 0.08 0.10 0.08 2.34


Entry 12:
A molecular structure, C2H3LaO in a non-equilibrium geometry, computed with ωB97M-V with the def2-TZVPD basis set.

The spin multiplicity is 2. The HOMO-LUMO gap (spin up / spin down) is 6.5 / 8.9 eV. Its charge is +3. As for the expectation value of S²: 0.7612.

Atoms and positions in Å:
O1 0.508 0.700 0.114
La1 2.744 0.034 -0.721
H1 0.285 1.509 0.597
C1 -0.754 -0.360 -0.046
C2 0.283 -1.109 0.480
H2 -1.418 0.073 -0.814
H3 -1.649 -0.847 0.389

Charges obtained by natural (NBO) population analysis, quoted in units of e: -0.90 2.71 0.59 -0.38 0.25 0.37 0.38


Entry 13:
A molecular structure, C2H3Li2O2 in a non-equilibrium geometry, computed with ωB97M-V with the def2-TZVPD basis set.

The spin multiplicity is 2. The energy above the lowest of the compared OMol25 structures with the same formula, charge and spin comes out at 0.657 eV. The HOMO-LUMO gap (spin up / spin down) is 5.7 / 7.1 eV. Its charge is 0. As for the expectation value of S²: 0.7534.

Atoms and positions in Å:
O1 -0.909 -0.012 0.448
C1 -2.089 0.165 -0.138
C2 2.099 -0.394 -0.327
O2 2.130 0.818 0.012
Li1 0.308 -1.410 0.368
H1 -2.763 -0.701 -0.193
H2 -2.394 1.129 -0.570
H3 3.164 -0.773 -0.444
Li2 0.455 1.177 0.845

These are the natural (NBO) partial charges, in e, on atoms 1 to 8: -1.05 -0.13 -0.12 -0.78 0.85 0.12 0.12 0.05


Entry 14:
A molecular structure, C2H3LiO2Yb in a non-equilibrium geometry, computed with ωB97M-V with the def2-TZVPD basis set.

The energy above the lowest of the compared OMol25 structures with the same formula, charge and spin comes out at 0.205 eV. The HOMO-LUMO gap is 6.8 eV. Its charge is +2.

Atoms and positions in Å:
O1 2.122 -0.580 -1.354
C1 1.353 -0.586 -0.546
C2 0.387 -0.551 0.599
O2 -0.390 0.568 0.551
Yb1 -2.367 0.880 -0.587
H1 1.041 -0.638 1.489
H2 -0.152 -1.514 0.504
Li1 0.062 1.948 1.777
H3 -2.056 0.472 -2.433

These are the natural (NBO) partial charges, in e, on atoms 1 to 8: -0.17 0.92 -0.20 -1.04 1.58 0.26 0.27 0.98


Entry 15:
C2H3N in the gas phase in a non-equilibrium geometry, computed with ωB97M-V with the def2-TZVPD basis set.

The energy above the lowest of the compared OMol25 structures with the same formula, charge and spin comes out at 0.246 eV. The HOMO-LUMO gap is 12.5 eV. Its charge is 0. Its SMILES is CC#N.

Atoms and positions in Å:
C1 -0.310 -0.364 -0.151
C2 0.533 0.676 0.361
N1 1.307 1.433 0.754
H1 -1.075 0.286 -0.576
H2 -0.588 -1.112 0.591
H3 0.133 -0.919 -0.978

Charges obtained by natural (NBO) population analysis, quoted in units of e: -0.73 0.28 -0.32 0.26 0.26 0.26


Entry 16:
C2H3N in the gas phase, computed with ωB97M-V with the def2-TZVPD basis set.

The energy above the lowest of the compared OMol25 structures with the same formula, charge and spin comes out at 2.646 eV. The HOMO-LUMO gap is 12.1 eV. Its charge is 0.

Atoms and positions in Å:
C1 -0.401 -0.002 0.035
C2 1.219 0.255 -0.705
N1 1.376 -0.204 0.386
H1 -0.826 -0.663 -0.723
H2 -0.583 -0.407 1.033
H3 -0.772 1.022 -0.029

Charges obtained by natural (NBO) population analysis, quoted in units of e: -0.50 0.16 -0.38 0.23 0.25 0.23


Entry 17:
C2H3N in the gas phase in a non-equilibrium geometry, computed with ωB97M-V with the def2-TZVPD basis set.

The spin multiplicity is 3. The energy above the lowest of the compared OMol25 structures with the same formula, charge and spin comes out at 2.566 eV. The HOMO-LUMO gap (spin up / spin down) is 6.9 / 7.7 eV. Its charge is 0. As for the expectation value of S²: 2.0057.

Atoms and positions in Å:
C1 0.178 -0.297 -0.681
C2 -0.140 0.312 0.551
N1 0.812 -0.801 0.250
H1 -0.115 -0.450 -1.888
H2 0.272 1.185 0.779
H3 -1.006 0.051 0.989

Charges obtained by natural (NBO) population analysis, quoted in units of e: -0.21 -0.15 -0.26 0.25 0.18 0.19


Entry 18:
A molecular structure, C2H3N2O2 in a non-equilibrium geometry, computed with ωB97M-V with the def2-TZVPD basis set.

The energy above the lowest of the compared OMol25 structures with the same formula, charge and spin comes out at 3.444 eV. The HOMO-LUMO gap is 6.6 eV. Its charge is -1.

Atoms and positions in Å:
C1 1.103 0.010 -0.003
C2 -0.283 -0.537 0.266
N1 2.053 -0.651 0.503
N2 1.560 -1.694 1.458
O1 2.012 -2.839 1.373
O2 -0.118 -1.643 1.036
H1 1.242 0.995 -0.449
H2 -0.855 0.247 0.815
H3 -0.835 -0.747 -0.681

These are the natural (NBO) partial charges, in e, on atoms 1 to 8: 0.00 -0.12 -0.32 0.22 -0.57 -0.62 0.15 0.13


Entry 19:
2 unconnected molecules or ions with the total composition C2H3N2O2 in a non-equilibrium geometry, computed with ωB97M-V with the def2-TZVPD basis set.

The energy above the lowest of the compared OMol25 structures with the same formula, charge and spin comes out at 3.210 eV. The HOMO-LUMO gap (spin up / spin down) is 5.8 / 6.8 eV. Its charge is -1.

Atoms and positions in Å:
C1 0.021 -0.168 0.265
C2 -0.866 -1.128 -0.362
N1 0.352 -0.209 1.506
N2 -2.935 0.891 0.506
O1 -2.053 0.725 -0.307
O2 -1.437 -2.091 0.148
H1 0.411 0.590 -0.437
H2 -0.901 -1.000 -1.470
H3 0.967 0.556 1.781

These are the natural (NBO) partial charges, in e, on atoms 1 to 8: 0.01 0.31 -0.69 -0.12 -0.39 -0.63 0.13 0.07


Entry 20:
A gas-phase ion, C2H3N2O2 (charge +1) in a non-equilibrium geometry, computed with ωB97M-V with the def2-TZVPD basis set.

The energy above the lowest of the compared OMol25 structures with the same formula, charge and spin comes out at 5.328 eV. The HOMO-LUMO gap is 8.0 eV. Its charge is +1. Its SMILES is O=C/[NH+]=C/N=O.

Atoms and positions in Å:
O1 -2.613 -0.511 -0.260
C1 -1.774 0.125 0.216
N1 -0.245 -0.474 0.149
C2 0.790 0.128 -0.345
N2 1.972 0.051 -0.015
O2 3.101 -0.141 -0.043
H1 -1.698 1.215 0.642
H2 -0.045 -1.348 0.625
H3 0.513 0.954 -0.969

These are the natural (NBO) partial charges, in e, on atoms 1 to 8: -0.36 0.58 -0.64 0.18 0.31 0.02 0.20 0.43